# 1
{"formula": "C36H72NO10Rb", "method": "ωB97M-V/def2-TZVPD", "gap_ev": 2.5, "spin_multiplicity": 1, "largest_force_ev_per_a": 4.7, "lumo_energy_ev": -1.878, "elements": ["Rb", "C", "C", "C", "C", "C", "C", "N", "O", "C", "C", "C", "H", "H", "H", "H", "H", "H", "H", "H", "H", "H", "H", "H", "H", "H", "H", "H", "H", "H", "C", "C", "O", "C", "H", "H", "H", "H", "H", "H", "C", "C", "O", "C", "H", "H", "H", "H", "H", "H", "C", "C", "O", "C", "H", "H", "H", "H", "H", "H", "C", "C", "O", "C", "H", "H", "H", "H", "H", "H", "C", "C", "O", "C", "H", "H", "H", "H", "H", "H", "C", "C", "O", "C", "H", "H", "H", "H", "H", "H", "C", "C", "O", "C", "H", "H", "H", "H", "H", "H", "C", "C", "O", "C", "H", "H", "H", "H", "H", "H", "C", "C", "O", "C", "H", "H", "H", "H", "H", "H"], "coordinates": [[-0.503, 7.498, 3.336], [-0.893, 3.818, -1.072], [-0.649, 2.413, -0.480], [0.826, 2.123, -0.968], [1.320, 0.826, -0.313], [1.391, 1.010, 1.236], [0.014, 1.400, 1.958], [-0.667, 2.414, 1.025], [-1.941, 2.830, 1.574], [0.482, 1.914, 3.288], [-0.820, 0.084, 2.170], [-1.528, 1.345, -1.226], [-0.536, 3.931, -2.096], [-0.281, 4.550, -0.544], [-1.931, 4.061, -0.848], [1.553, 2.882, -0.678], [0.990, 2.033, -2.041], [2.281, 0.521, -0.727], [0.676, -0.031, -0.513], [2.110, 1.812, 1.397], [1.874, 0.150, 1.700], [0.664, 2.987, 3.244], [1.443, 1.569, 3.671], [-0.328, 1.920, 4.018], [-1.351, -0.162, 1.251], [-1.458, 0.121, 3.053], [-0.285, -0.857, 2.301], [-1.367, 0.318, -0.899], [-1.292, 1.356, -2.290], [-2.568, 1.620, -1.048], [-1.471, -6.735, 3.321], [-0.498, -7.794, 3.828], [0.398, -8.158, 3.108], [-0.503, -8.234, 5.255], [-1.142, -6.212, 2.423], [-1.666, -6.039, 4.137], [-2.371, -7.303, 3.086], [0.526, -8.229, 5.615], [-1.021, -9.193, 5.289], [-1.074, -7.422, 5.704], [1.189, 2.814, -8.436], [-0.020, 2.578, -9.331], [0.108, 1.922, -10.419], [-1.330, 3.369, -9.027], [2.049, 2.199, -8.699], [0.809, 2.703, -7.420], [1.514, 3.855, -8.426], [-1.895, 3.023, -8.162], [-1.865, 3.335, -9.977], [-1.077, 4.411, -8.832], [-3.897, -4.532, -5.899], [-3.899, -3.864, -4.493], [-4.766, -3.174, -4.078], [-2.621, -4.204, -3.635], [-2.926, -4.815, -6.305], [-4.320, -3.771, -6.554], [-4.540, -5.412, -5.925], [-1.964, -3.459, -4.083], [-2.234, -5.213, -3.781], [-2.826, -3.892, -2.611], [-6.054, -2.535, 1.357], [-6.762, -1.362, 1.983], [-6.923, -1.242, 3.199], [-7.117, -0.269, 0.943], [-5.018, -2.457, 1.686], [-5.965, -2.427, 0.276], [-6.480, -3.514, 1.574], [-7.101, -0.758, -0.031], [-6.441, 0.585, 0.979], [-8.116, 0.151, 1.059], [6.977, 4.330, -3.205], [7.348, 4.944, -1.841], [8.364, 5.692, -1.748], [6.584, 4.351, -0.604], [7.569, 4.756, -4.015], [5.937, 4.506, -3.479], [7.195, 3.269, -3.082], [5.726, 3.765, -0.934], [6.348, 5.270, -0.067], [7.293, 3.874, 0.073], [-6.313, 11.408, -1.998], [-6.271, 10.346, -0.892], [-6.839, 10.584, 0.202], [-5.572, 9.004, -1.070], [-6.997, 11.167, -2.812], [-5.322, 11.427, -2.450], [-6.562, 12.364, -1.536], [-4.993, 9.047, -1.992], [-6.280, 8.179, -1.150], [-4.886, 8.827, -0.241], [4.691, -5.731, -1.063], [4.373, -6.764, -2.085], [5.221, -7.298, -2.735], [2.828, -7.075, -2.300], [5.591, -5.943, -0.486], [3.915, -5.768, -0.298], [4.631, -4.733, -1.497], [2.315, -7.319, -1.369], [2.904, -7.902, -3.005], [2.436, -6.197, -2.814], [8.196, -1.693, 2.208], [8.948, -2.512, 1.149], [9.609, -3.535, 1.420], [8.967, -2.008, -0.241], [8.679, -1.882, 3.166], [7.163, -2.042, 2.184], [8.374, -0.618, 2.194], [9.581, -1.108, -0.192], [7.918, -1.901, -0.517], [9.392, -2.697, -0.970], [-1.304, -1.534, 9.389], [-2.719, -1.397, 9.978], [-3.533, -0.656, 9.390], [-3.080, -2.208, 11.137], [-1.003, -2.577, 9.295], [-0.584, -0.993, 10.003], [-1.157, -1.073, 8.412], [-3.884, -2.918, 10.941], [-3.479, -1.475, 11.839], [-2.210, -2.734, 11.530]], "forces_ev_per_angstrom": [[-0.15, -0.43, -0.14], [-0.50, -0.07, 1.49], [2.36, -1.07, -0.66], [0.27, -1.40, 1.22], [-0.20, -0.10, 1.02], [-0.31, 0.36, -1.02], [1.20, -1.74, -3.24], [-0.56, 0.82, 1.43], [1.52, -0.38, -0.80], [-0.93, 2.30, 0.77], [-0.01, 0.03, -0.50], [-0.12, 0.85, 0.72], [-0.67, -0.46, -0.27], [0.06, -0.07, 0.47], [-0.10, 0.35, -0.62], [-0.25, 0.48, 0.37], [-0.80, 0.05, -0.28], [0.33, 0.13, 0.17], [-0.29, 0.08, -0.21], [-0.05, 0.42, 0.13], [-0.38, -0.28, 0.16], [0.09, 0.39, -0.58], [-0.33, -0.87, -0.06], [0.14, -0.64, 0.30], [-0.63, 0.46, 0.20], [-0.43, 0.37, -0.38], [1.02, 0.24, 0.28], [0.02, 0.17, 0.26], [-0.17, 0.23, -0.12], [-0.12, -0.22, -0.15], [-0.16, -0.74, 0.65], [1.53, 0.99, -1.19], [0.21, -0.47, -0.60], [-0.93, 1.02, -0.38], [0.24, -0.28, 0.18], [-0.29, 0.11, -0.20], [-0.42, 0.32, 0.01], [-0.23, -0.40, 0.02], [0.16, 0.01, 0.51], [-0.11, -0.54, 0.97], [-0.86, -0.01, 0.17], [0.77, -0.78, -3.79], [-0.78, 2.16, 4.15], [1.21, -0.53, -0.74], [-0.33, -0.17, 0.19], [0.42, -0.50, 0.30], [-0.19, 0.20, -0.49], [0.00, -0.29, -0.21], [-0.44, -0.12, 0.37], [0.19, 0.04, 0.06], [-0.42, 1.11, 0.20], [2.38, -2.85, -0.08], [-1.08, 0.90, 0.11], [-1.55, 1.27, -0.92], [0.12, 0.08, 0.43], [-0.16, -0.20, -0.24], [-0.09, 0.07, 0.21], [0.71, -0.17, 0.18], [-0.11, 0.17, 0.10], [0.20, -0.37, 0.02], [0.54, -0.06, -0.40], [-0.26, 1.15, 1.24], [0.06, -0.31, -2.26], [-0.50, -0.56, 0.28], [0.05, -0.37, 0.41], [-0.32, -0.06, 0.02], [0.08, 0.15, 0.34], [0.16, 0.44, -0.09], [0.29, -0.23, 0.03], [-0.06, -0.15, 0.42], [0.18, 0.93, 0.54], [3.20, 0.45, -0.15], [-3.70, -2.18, 0.14], [1.16, 1.90, -1.13], [0.24, -0.06, 0.27], [-0.17, -0.33, 0.30], [-0.25, -0.13, -0.26], [0.14, 0.03, 0.44], [-0.74, -0.13, 0.20], [-0.08, -0.48, -0.35], [0.68, -0.72, 0.54], [-2.14, 0.52, 2.88], [1.55, -0.50, -2.75], [0.27, 0.81, -0.78], [-0.19, -0.15, 0.19], [0.09, 0.29, -0.09], [-0.04, -0.13, -0.18], [0.09, -0.27, -0.03], [-0.09, 0.15, 0.15], [-0.21, 0.00, 0.06], [-0.64, 0.01, 1.32], [-1.67, 0.08, 0.30], [0.40, -0.52, -0.54], [2.48, -0.02, -0.50], [0.40, 0.26, -0.66], [-0.29, 0.18, -0.02], [0.38, 0.01, -0.02], [-0.02, 0.13, -0.20], [-0.67, -0.09, 0.12], [-0.38, -0.02, 0.21], [1.32, -0.69, 0.36], [2.37, -2.30, 0.93], [-1.82, 2.20, 0.07], [-0.48, -0.27, -0.37], [-0.38, -0.85, 0.14], [-0.10, 0.54, 0.24], [-0.68, 0.13, -1.04], [-0.51, 0.42, -0.46], [0.04, 0.94, -0.30], [0.23, -0.13, 0.43], [-0.02, 0.29, 0.08], [-0.75, 1.84, -4.04], [1.60, -1.53, 1.73], [-0.10, -0.12, 1.07], [0.03, -0.05, 0.31], [0.07, -0.28, 0.48], [-0.72, 0.02, -0.05], [0.05, 0.07, -0.26], [0.03, -0.27, 0.46], [-0.17, 0.05, 0.22]]}

***

# 2
{"formula": "C3H5NO2", "method": "ωB97M-V/def2-TZVPD", "gap_ev": 10.8, "spin_multiplicity": 1, "largest_force_ev_per_a": 1.5, "smiles": "CO/C=N\\C=O", "lumo_energy_ev": 0.805, "elements": ["C", "O", "C", "N", "C", "O", "H", "H", "H", "H", "H"], "coordinates": [[-1.377, -1.213, -0.358], [-0.203, -0.537, 0.048], [-0.257, 0.816, 0.216], [0.799, 1.461, 0.383], [2.079, 0.861, 0.325], [2.657, 0.546, -0.676], [-1.431, -2.147, 0.200], [-1.338, -1.424, -1.428], [-2.268, -0.617, -0.142], [-1.228, 1.302, 0.119], [2.567, 0.952, 1.314]], "forces_ev_per_angstrom": [[-0.39, -0.06, 0.00], [-0.15, 0.74, 0.28], [0.40, -1.20, -0.73], [0.38, 0.23, -0.07], [-0.10, 1.08, 0.34], [-0.23, -0.20, 0.09], [0.00, 0.05, -0.07], [0.03, 0.01, 0.05], [0.00, -0.05, -0.01], [-0.02, -0.17, 0.23], [0.07, -0.44, -0.10]]}

***

# 3
{"formula": "C41H74BCl2O34", "method": "ωB97M-V/def2-TZVPD", "gap_ev": 9.1, "total_charge": -1, "spin_multiplicity": 1, "largest_force_ev_per_a": 5.9, "lumo_energy_ev": 1.894, "elements": ["O", "C", "O", "B", "O", "C", "O", "O", "C", "O", "C", "O", "O", "C", "Cl", "Cl", "H", "H", "C", "C", "O", "C", "O", "O", "C", "H", "H", "H", "H", "H", "H", "H", "H", "C", "C", "O", "C", "O", "O", "C", "H", "H", "H", "H", "H", "H", "H", "H", "C", "C", "O", "C", "O", "O", "C", "H", "H", "H", "H", "H", "H", "H", "H", "C", "C", "O", "C", "O", "O", "C", "H", "H", "H", "H", "H", "H", "H", "H", "C", "C", "O", "C", "O", "O", "C", "H", "H", "H", "H", "H", "H", "H", "H", "C", "C", "O", "C", "O", "O", "C", "H", "H", "H", "H", "H", "H", "H", "H", "C", "C", "O", "C", "O", "O", "C", "H", "H", "H", "H", "H", "H", "H", "H", "C", "C", "O", "C", "O", "O", "C", "H", "H", "H", "H", "H", "H", "H", "H", "O", "C", "O", "C", "C", "C", "H", "H", "H", "H", "H", "H", "H", "H"], "coordinates": [[-17.618, 5.458, 18.360], [-17.787, 6.669, 18.297], [-18.921, 7.287, 18.187], [-18.787, 8.730, 18.042], [-17.365, 8.956, 18.000], [-16.726, 7.809, 18.146], [-15.502, 7.652, 18.063], [-19.376, 9.423, 19.183], [-20.270, 10.373, 18.746], [-20.989, 11.136, 19.396], [-20.434, 10.176, 17.231], [-19.581, 9.236, 16.904], [-21.257, 10.728, 16.477], [-20.482, 9.048, 13.657], [-18.839, 9.409, 13.379], [-20.976, 7.476, 13.007], [-20.792, 9.083, 14.702], [-21.009, 9.853, 13.145], [-16.785, 5.650, 21.846], [-16.476, 7.116, 21.571], [-16.001, 7.709, 22.747], [-14.791, 8.364, 22.756], [-14.020, 8.516, 21.823], [-14.693, 8.785, 23.966], [-13.526, 9.513, 24.297], [-17.100, 5.014, 21.019], [-17.669, 5.622, 22.484], [-15.923, 5.167, 22.305], [-17.399, 7.652, 21.352], [-15.863, 7.361, 20.704], [-13.060, 9.236, 25.243], [-13.749, 10.580, 24.294], [-12.699, 9.336, 23.610], [-27.636, 13.267, 20.111], [-26.725, 12.470, 21.056], [-25.356, 12.900, 21.037], [-24.458, 12.401, 20.192], [-23.257, 12.577, 20.317], [-25.039, 11.751, 19.214], [-24.264, 11.202, 18.139], [-27.251, 13.291, 19.091], [-27.788, 14.301, 20.420], [-28.657, 12.895, 20.035], [-26.732, 11.423, 20.754], [-27.091, 12.419, 22.081], [-23.975, 12.010, 17.468], [-24.893, 10.504, 17.585], [-23.353, 10.728, 18.505], [-12.162, 10.361, 19.532], [-13.285, 9.976, 18.537], [-12.715, 9.794, 17.240], [-13.360, 9.456, 16.193], [-12.839, 8.981, 15.163], [-14.739, 9.801, 16.302], [-15.695, 9.569, 15.238], [-12.456, 10.398, 20.581], [-11.632, 11.230, 19.142], [-11.501, 9.495, 19.535], [-13.985, 10.792, 18.358], [-13.764, 9.072, 18.915], [-16.615, 10.139, 15.370], [-15.900, 8.499, 15.220], [-15.388, 9.853, 14.231], [-18.262, 10.276, 22.018], [-18.600, 11.027, 23.299], [-19.949, 10.822, 23.675], [-21.006, 11.309, 23.132], [-21.069, 12.132, 22.180], [-22.177, 10.815, 23.726], [-22.159, 9.889, 24.736], [-18.994, 10.605, 21.281], [-18.356, 9.205, 22.192], [-17.237, 10.525, 21.742], [-18.535, 12.109, 23.177], [-17.932, 10.601, 24.047], [-23.070, 9.570, 25.244], [-21.436, 10.143, 25.511], [-21.810, 8.985, 24.237], [-21.074, 18.054, 17.430], [-20.017, 17.166, 17.989], [-20.505, 16.028, 18.653], [-21.004, 14.965, 17.970], [-21.618, 14.003, 18.537], [-20.735, 14.966, 16.663], [-21.318, 14.017, 15.745], [-21.878, 18.240, 18.143], [-21.622, 17.598, 16.606], [-20.626, 18.994, 17.108], [-19.484, 17.738, 18.748], [-19.322, 16.924, 17.184], [-22.378, 13.873, 15.955], [-20.786, 13.066, 15.760], [-21.260, 14.529, 14.784], [-22.611, 8.423, 20.742], [-23.204, 7.548, 21.905], [-23.990, 8.145, 22.916], [-25.177, 8.589, 22.735], [-25.767, 8.645, 21.673], [-25.714, 9.033, 23.991], [-26.907, 9.810, 23.986], [-22.049, 9.218, 21.233], [-23.373, 8.863, 20.098], [-21.810, 7.891, 20.229], [-22.366, 7.005, 22.340], [-23.760, 6.712, 21.480], [-27.680, 9.122, 23.645], [-26.877, 10.682, 23.332], [-27.174, 10.034, 25.019], [-16.742, 14.493, 17.383], [-17.082, 13.002, 17.678], [-18.259, 12.933, 18.463], [-18.332, 13.325, 19.767], [-19.455, 13.532, 20.312], [-17.156, 13.427, 20.311], [-16.936, 14.136, 21.514], [-17.590, 14.941, 16.866], [-15.859, 14.650, 16.764], [-16.592, 15.040, 18.313], [-16.233, 12.514, 18.157], [-17.234, 12.397, 16.784], [-17.344, 13.557, 22.343], [-17.363, 15.137, 21.443], [-15.862, 14.217, 21.683], [-19.260, 4.844, 15.447], [-19.962, 4.270, 14.234], [-20.267, 2.888, 14.363], [-19.393, 1.789, 14.312], [-19.779, 0.637, 14.305], [-18.157, 2.167, 14.146], [-17.083, 1.130, 13.992], [-19.657, 4.340, 16.328], [-19.263, 5.930, 15.550], [-18.233, 4.481, 15.478], [-19.385, 4.480, 13.334], [-20.917, 4.775, 14.084], [-16.155, 1.563, 13.618], [-17.219, 0.363, 13.229], [-16.837, 0.660, 14.944], [-24.128, 7.935, 16.530], [-23.497, 7.082, 17.112], [-23.904, 6.487, 18.313], [-25.256, 6.768, 18.817], [-26.273, 5.888, 18.016], [-22.062, 6.694, 16.715], [-25.552, 7.809, 18.952], [-25.234, 6.523, 19.879], [-26.473, 6.318, 17.034], [-27.189, 5.855, 18.606], [-25.918, 4.877, 17.815], [-21.637, 7.467, 16.074], [-22.032, 5.753, 16.166], [-21.488, 6.570, 17.633]], "forces_ev_per_angstrom": [[-0.04, 2.20, 0.20], [0.98, -1.56, -0.53], [-1.60, -0.57, 0.02], [-1.09, 0.58, 0.74], [0.88, -0.08, -0.30], [3.34, -0.74, -0.60], [-2.99, 0.21, 0.55], [-1.16, 1.63, 0.02], [-2.32, 1.25, 1.91], [2.74, -2.66, -1.53], [-1.63, 1.27, -1.14], [0.56, -0.49, -1.41], [2.36, -1.56, 1.86], [-1.78, 0.57, 0.13], [1.62, 0.04, 0.12], [-0.03, -0.07, -0.14], [0.55, -0.02, -0.05], [-0.36, -0.45, -0.04], [-0.18, -0.09, 0.01], [-0.99, -0.12, -1.57], [1.73, 0.89, 0.60], [-1.28, -1.45, -2.98], [-1.03, -0.22, 1.25], [1.00, 0.81, 2.45], [1.36, 0.67, -0.18], [0.34, 0.54, -0.57], [0.30, -0.07, 0.56], [-0.12, -0.01, 0.21], [-0.28, -0.16, -0.04], [0.58, -0.50, 0.23], [-0.93, -0.26, 0.35], [-0.06, -0.06, 0.07], [-0.39, -0.01, -0.51], [0.00, 0.49, 0.12], [-0.19, -0.99, -1.18], [-0.89, 0.82, 1.39], [3.32, 0.45, 0.10], [-2.61, -0.27, -0.03], [-1.28, -1.03, -1.14], [0.48, 0.34, -0.07], [0.23, -0.14, 0.12], [0.39, 0.13, 0.19], [0.07, -0.56, 0.24], [-0.09, -0.07, -0.21], [0.28, 0.77, 0.11], [0.15, 0.02, 0.08], [-0.05, -0.01, 0.33], [-0.09, 0.07, 0.05], [-0.05, -1.04, -1.26], [-0.42, 1.08, 1.12], [2.13, -0.47, 1.21], [-2.44, -0.94, -4.62], [-1.58, 1.33, 2.92], [1.48, 0.27, -0.38], [0.70, -0.73, -0.25], [-0.54, 0.55, -0.28], [0.06, 0.08, 0.46], [0.45, 0.11, -0.20], [-0.37, -0.17, 0.72], [-0.24, 0.09, -0.50], [0.21, -0.07, 0.91], [-0.25, 0.05, -0.02], [0.81, 0.03, 0.13], [-0.80, 0.70, 0.33], [0.22, 0.30, -1.28], [0.71, -2.26, 2.32], [-2.56, 3.35, -3.86], [0.32, -3.30, 4.10], [-0.10, 2.64, -1.73], [2.03, -2.20, 0.68], [0.36, -0.17, -0.35], [0.01, 0.08, -0.06], [-0.01, -0.08, -0.28], [0.59, -0.03, 0.00], [-0.52, 0.48, 0.66], [-0.64, 1.04, -0.69], [0.07, 0.07, 0.11], [0.24, -0.60, 0.56], [-1.30, 0.10, -0.29], [0.62, 0.51, -0.33], [-0.61, -1.28, -0.25], [-2.54, -4.79, 2.33], [2.37, 4.71, -2.44], [0.52, 1.09, -0.31], [-0.27, 0.41, 0.44], [0.26, 0.28, 0.40], [0.36, -0.06, -0.35], [-0.12, 0.03, -0.05], [0.17, -0.25, 0.12], [0.17, -0.31, 0.12], [0.13, -0.18, 0.33], [-0.10, 0.13, 0.09], [0.27, -0.22, -0.03], [-0.26, 0.35, 2.01], [0.62, -1.23, -2.66], [1.65, 0.05, 1.78], [-2.80, 1.57, -0.09], [0.14, 0.03, 1.16], [2.05, -0.57, -1.69], [-0.61, -1.33, -0.61], [-0.22, 0.50, -0.11], [0.19, -0.20, -0.07], [-0.48, -0.44, -0.27], [-0.04, 0.60, 0.82], [-0.49, 0.16, -0.17], [-0.41, 0.33, -0.30], [0.24, -0.05, 0.22], [0.52, 0.27, -0.07], [-0.52, -0.63, -0.09], [1.35, 0.94, 0.18], [-0.82, -0.23, 0.58], [-5.59, 0.64, 0.69], [5.06, -0.63, -1.91], [2.19, -0.07, -0.17], [-0.37, -0.10, 0.50], [-0.06, 0.06, -0.02], [0.06, -0.33, -0.01], [0.00, -0.10, 0.07], [-0.03, 0.04, 0.39], [-0.49, 0.31, -0.07], [-0.23, 0.37, 0.04], [-0.20, -0.12, 0.18], [0.00, -0.11, -0.39], [0.57, -1.23, 0.45], [0.69, 1.00, -0.18], [0.36, -2.61, 0.25], [-2.02, 0.09, -0.80], [0.07, 1.59, 0.42], [3.01, -0.34, -0.50], [-0.09, 0.24, 0.03], [-0.46, 0.51, 0.25], [-0.25, -0.12, -0.14], [0.25, 0.32, -0.27], [0.12, -0.28, -0.15], [-0.17, -0.35, 0.08], [-0.38, 1.08, 0.36], [-1.22, 0.03, 0.21], [-0.49, 0.12, 0.03], [-0.01, -0.99, 0.55], [0.10, 0.78, 0.74], [-0.08, 1.08, -1.09], [-0.09, -1.31, -0.47], [0.46, 1.07, 0.55], [-0.88, -0.15, 0.58], [0.36, 0.35, -1.18], [0.27, -0.82, -0.15], [-0.08, 0.23, 0.12], [-0.16, -0.13, -0.20], [0.20, 0.02, 0.46], [-0.16, 0.00, 0.21], [-0.16, -0.07, 0.08], [0.19, 0.01, -0.16]]}